A 2-piece molecular cluster, C4H8NO overall at a distorted geometry. Source: the Open Molecules 2025 dataset; level of theory: ωB97M-V/def2-TZVPD.

Positions of all 14 atoms, in Å:
C: 0.721 0.191 -0.280
H: 1.605 2.209 -0.441
H: -1.775 -0.058 0.832
C: 3.120 0.767 -0.096
H: -2.613 -1.856 -0.167
H: -2.688 1.018 -0.301
C: 1.855 1.098 -0.313
H: -2.802 -0.933 -1.750
H: 3.897 1.460 -0.332
H: 0.786 -0.565 -1.135
H: 3.229 -0.281 0.162
N: -2.674 0.057 0.100
O: -0.156 0.179 0.597
C: -2.649 -0.969 -0.650

Properties
* frontier orbital gap: 8.59 eV
* net charge: +1
* ΔE to the lowest compared entry with this formula, charge and spin: 279.8 kJ/mol
* spin multiplicity: 1
* E_HOMO: -14.14 eV